(1)
C60H44F8O12V2 | wB97M-V/def2-TZVPD

Last column: Löwdin charge in e.
Atoms and positions in Å:
O -14.656 22.098 -11.291  -0.342
V -14.131 21.406 -12.684  1.014
O -14.694 22.312 -13.895  -0.323
O -10.433 20.799 -10.625  -0.274
V -10.379 19.769 -11.837  0.971
O -9.274 18.702 -11.392  -0.321
C -15.746 17.354 -11.776  -0.010
C -15.070 16.230 -11.391  -0.294
C -13.543 16.135 -11.055  -0.369
O -12.925 15.042 -10.727  -0.046
C -12.796 17.221 -11.053  -0.069
C -13.332 18.467 -11.537  -0.261
C -14.940 18.563 -12.016  -0.295
O -15.221 19.488 -12.730  -0.042
O -12.708 19.555 -11.549  -0.121
O -15.941 15.232 -11.152  -0.103
H -16.820 17.367 -11.890  0.108
H -11.771 17.207 -10.714  0.110
C -8.687 22.518 -14.980  -0.009
C -9.072 23.783 -15.545  -0.269
C -10.551 24.354 -15.242  -0.307
O -10.770 25.532 -15.538  0.027
C -11.454 23.504 -14.443  0.019
C -10.970 22.309 -13.990  -0.305
C -9.541 21.829 -14.199  -0.384
O -9.194 20.704 -13.716  -0.093
O -11.853 21.713 -13.199  -0.200
O -8.254 24.585 -16.159  -0.047
H -7.695 22.140 -15.177  0.112
H -12.443 23.887 -14.240  0.105
F -5.856 13.395 -10.076  0.044
C -7.086 13.884 -9.814  -0.274
C -7.375 14.305 -8.489  -0.039
C -8.607 14.812 -8.074  -0.073
C -9.631 14.835 -9.085  -0.072
C -9.438 14.363 -10.394  -0.057
C -8.149 13.916 -10.726  -0.030
H -6.604 14.212 -7.738  0.099
H -8.878 15.087 -7.066  0.100
H -10.581 15.202 -8.727  0.095
H -10.248 14.229 -11.095  0.090
H -7.932 13.643 -11.748  0.099
F -13.716 23.802 -6.796  0.043
C -13.100 24.435 -7.805  -0.257
C -13.074 25.821 -7.710  -0.036
C -12.542 26.520 -8.742  -0.107
C -12.117 25.885 -9.870  -0.108
C -12.121 24.552 -9.969  -0.090
C -12.591 23.799 -8.952  0.003
H -13.494 26.299 -6.837  0.110
H -12.453 27.594 -8.677  0.103
H -11.779 26.444 -10.730  0.114
H -11.713 24.069 -10.845  0.122
H -12.504 22.724 -8.890  0.115
F -12.087 20.308 -16.022  0.069
C -13.352 19.865 -16.213  -0.285
C -13.806 18.713 -15.606  -0.019
C -15.109 18.238 -15.831  -0.055
C -15.982 18.968 -16.671  -0.097
C -15.568 20.185 -17.159  -0.088
C -14.260 20.661 -16.891  -0.010
H -13.091 18.104 -15.073  0.105
H -15.348 17.255 -15.454  0.104
H -16.991 18.689 -16.939  0.093
H -16.201 20.788 -17.793  0.095
H -13.868 21.645 -17.103  0.118
F -8.239 25.674 -10.402  0.074
C -8.060 24.373 -10.222  -0.342
C -7.631 23.611 -11.253  -0.001
C -7.427 22.253 -11.027  -0.064
C -7.581 21.651 -9.784  -0.097
C -7.953 22.480 -8.771  -0.080
C -8.201 23.841 -8.985  -0.017
H -7.597 24.077 -12.227  0.122
H -7.241 21.625 -11.886  0.097
H -7.280 20.617 -9.696  0.097
H -8.210 21.975 -7.852  0.098
H -8.374 24.464 -8.120  0.112
F -14.702 17.611 -4.556  0.030
C -14.490 18.405 -5.639  -0.279
C -14.361 19.788 -5.560  -0.033
C -14.235 20.536 -6.749  -0.087
C -14.186 19.903 -7.986  -0.076
C -14.256 18.508 -8.089  -0.034
C -14.335 17.771 -6.870  0.003
H -14.523 20.369 -4.664  0.104
H -14.035 21.584 -6.581  0.080
H -14.032 20.447 -8.906  0.090
H -14.108 17.980 -9.019  0.083
H -14.209 16.715 -7.064  0.113
F -5.343 18.231 -9.386  0.086
C -5.231 18.613 -10.631  -0.317
C -6.083 17.969 -11.528  -0.016
C -6.172 18.340 -12.862  -0.074
C -5.349 19.338 -13.348  -0.087
C -4.480 19.988 -12.458  -0.090
C -4.361 19.571 -11.133  -0.028
H -6.805 17.234 -11.203  0.106
H -6.837 17.799 -13.519  0.096
H -5.373 19.630 -14.388  0.098
H -3.897 20.838 -12.783  0.098
H -3.678 20.116 -10.497  0.107
F -11.080 18.044 -13.411  0.012
C -10.435 17.074 -14.105  -0.249
C -9.451 17.356 -15.084  0.012
C -8.701 16.309 -15.656  -0.105
C -8.864 15.008 -15.286  -0.106
C -9.885 14.710 -14.355  -0.055
C -10.678 15.756 -13.794  0.009
H -9.366 18.350 -15.497  0.114
H -8.062 16.565 -16.489  0.102
H -8.257 14.213 -15.693  0.095
H -10.134 13.677 -14.166  0.098
H -11.475 15.546 -13.096  0.106
F -11.122 18.624 -8.785  0.074
C -10.202 18.737 -7.844  -0.270
C -8.858 18.307 -8.054  -0.006
C -7.905 18.561 -7.071  -0.091
C -8.284 19.268 -5.938  -0.128
C -9.572 19.749 -5.694  -0.061
C -10.549 19.412 -6.687  0.008
H -8.546 17.764 -8.934  0.095
H -6.921 18.181 -7.300  0.093
H -7.562 19.342 -5.138  0.087
H -9.882 20.160 -4.744  0.093
H -11.575 19.748 -6.664  0.093

The net charge is -2. The value obtained for the HOMO-LUMO gap is 0.2449 hartree. The HOMO energy comes out at -3.5605 eV. As for the spin multiplicity: 1.

=====

(2)
C60H47BrN5O2P2Rb | wB97M-V/def2-TZVPD

Last column: Löwdin charge in e.
Atoms and positions in Å:
Rb 0.476 -0.766 0.034  0.879
C -4.981 4.602 -4.069  -0.121
C -5.102 3.262 -4.420  -0.098
C -4.351 2.295 -3.764  -0.042
C -3.457 2.635 -2.746  -0.196
C -3.355 3.983 -2.402  -0.034
C -4.103 4.957 -3.053  -0.095
C -2.672 1.584 -2.018  -0.065
C -1.856 0.739 -2.799  -0.262
C -1.629 0.906 -4.237  -0.034
C -0.941 -0.181 -4.644  -0.027
C -0.722 -0.998 -3.448  -0.261
C -0.109 -2.263 -3.451  -0.069
C 0.494 -2.728 -4.740  -0.197
C 1.520 -2.004 -5.348  -0.037
C 2.097 -2.431 -6.538  -0.095
C 1.661 -3.602 -7.144  -0.120
C 0.643 -4.338 -6.548  -0.100
C 0.067 -3.902 -5.360  -0.040
C 0.031 -3.129 -2.340  -0.267
N -0.479 -2.908 -1.111  -0.001
C 0.013 -3.875 -0.293  -0.275
C -0.173 -3.947 1.107  -0.071
C 0.451 -5.126 1.794  -0.198
C 1.543 -4.940 2.643  -0.019
C 2.122 -6.025 3.291  -0.085
C 1.626 -7.309 3.099  -0.122
C 0.545 -7.502 2.247  -0.107
C -0.035 -6.417 1.601  -0.043
C -0.846 -3.021 1.932  -0.272
C -1.041 -3.178 3.370  -0.013
C -1.769 -2.113 3.776  -0.030
C -2.021 -1.306 2.581  -0.259
N -1.442 -1.877 1.509  0.014
C -2.798 -0.124 2.536  -0.073
C -3.001 0.693 1.404  -0.266
C -4.138 1.604 1.271  -0.030
C -4.112 2.062 0.002  -0.040
C -2.951 1.441 -0.640  -0.280
N -2.287 0.663 0.247  0.109
C -3.575 0.230 3.764  -0.190
C -4.423 -0.694 4.380  -0.042
C -5.154 -0.360 5.512  -0.098
C -5.060 0.914 6.059  -0.121
C -4.228 1.849 5.455  -0.096
C -3.496 1.507 4.324  -0.042
C 0.865 -4.785 -1.055  -0.013
C 0.876 -4.325 -2.326  -0.020
N -1.253 -0.384 -2.363  0.092
H -5.566 5.359 -4.578  0.086
H -5.791 2.964 -5.201  0.091
H -4.457 1.250 -4.030  0.120
H -2.674 4.265 -1.610  0.088
H -3.993 5.996 -2.764  0.092
H -1.957 1.733 -4.849  0.094
H -0.631 -0.413 -5.652  0.094
H 1.870 -1.099 -4.866  0.116
H 2.897 -1.852 -6.983  0.093
H 2.114 -3.941 -8.069  0.086
H 0.295 -5.255 -7.009  0.091
H -0.725 -4.475 -4.892  0.119
H 1.946 -3.940 2.752  0.094
H 2.976 -5.863 3.939  0.095
H 2.081 -8.154 3.603  0.084
H 0.149 -8.498 2.086  0.087
H -0.879 -6.560 0.936  0.117
H -0.671 -3.986 3.983  0.099
H -2.081 -1.886 4.784  0.094
H -4.894 1.797 2.019  0.097
H -4.840 2.701 -0.475  0.098
H -4.505 -1.685 3.949  0.119
H -5.805 -1.099 5.965  0.092
H -5.629 1.176 6.943  0.086
H -4.141 2.848 5.867  0.092
H -2.849 2.239 3.859  0.100
H 1.422 -5.620 -0.658  0.101
H 1.442 -4.719 -3.157  0.096
C 2.075 1.715 -2.108  -0.266
P 2.927 1.690 -0.460  0.888
C 4.666 1.530 -1.038  -0.278
C 2.898 3.478 0.049  -0.371
C 3.965 4.368 -0.099  -0.102
C 3.960 5.612 0.520  -0.109
C 2.878 5.993 1.303  -0.112
C 1.803 5.125 1.447  -0.118
C 1.795 3.877 0.831  -0.390
P 0.342 2.716 0.893  0.899
C 0.041 2.561 2.701  -0.255
C -0.974 3.943 0.505  -0.272
H 2.502 2.470 -2.772  0.036
H 1.008 1.914 -1.983  0.016
H 2.173 0.734 -2.581  0.038
H 4.886 2.151 -1.912  0.032
H 4.818 0.478 -1.281  0.035
H 5.355 1.793 -0.232  0.033
H 4.827 4.078 -0.688  0.084
H 4.806 6.279 0.401  0.092
H 2.876 6.955 1.802  0.092
H 0.959 5.429 2.057  0.089
H 0.091 3.523 3.217  0.036
H 0.742 1.869 3.169  0.030
H -0.958 2.136 2.813  0.009
H -0.982 4.776 1.215  0.032
H -1.940 3.439 0.540  0.013
H -0.813 4.335 -0.500  0.036
Br 4.390 3.205 3.914  0.720
C 4.860 1.564 3.088  -0.666
C 6.191 1.187 3.027  -0.225
N 6.578 0.055 2.439  0.055
C 5.629 -0.704 1.883  -0.091
C 4.272 -0.400 1.892  -0.125
C 3.882 0.768 2.530  -0.084
C 3.286 -1.304 1.175  -0.744
O 2.702 -2.135 1.906  -0.023
O 3.154 -1.123 -0.055  -0.190
H 6.957 1.818 3.464  0.087
H 5.960 -1.611 1.388  0.121
H 2.841 1.061 2.571  0.095

The net charge is -2. The value obtained for the HOMO-LUMO gap is 0.1817 hartree. The HOMO energy comes out at -1.2388 eV. As for the relative energy (zero: lowest compared OMol25 entry of this formula, charge and spin): 1.8 kcal/mol. As for the spin multiplicity: 1.

=====

Q: What is the net charge in the second record?
A: -2

=====

Q: Which formula does entry 1 have?
A: C60H44F8O12V2

=====

Q: Which value of net charge does entry 2 give?
A: -2